{
  "formula": "C34H36N4O6",
  "method": "ωB97M-V/def2-TZVPD",
  "symbols": ["O", "O", "O", "O", "O", "O", "N", "N", "N", "N", "C", "C", "C", "C", "C", "C", "C", "C", "C", "C", "C", "C", "C", "C", "C", "C", "C", "C", "C", "C", "C", "C", "C", "C", "C", "C", "C", "C", "C", "C", "C", "C", "C", "C", "H", "H", "H", "H", "H", "H", "H", "H", "H", "H", "H", "H", "H", "H", "H", "H", "H", "H", "H", "H", "H", "H", "H", "H", "H", "H", "H", "H", "H", "H", "H", "H", "H", "H", "H", "H"],
  "xyz": [[-0.741, 0.007, 0.164], [-0.818, 2.509, 1.735], [-1.697, 0.846, 2.968], [0.374, -2.982, 0.686], [0.733, -4.369, -1.063], [2.408, -0.804, -3.100], [-2.181, 1.657, -0.355], [-0.931, 2.199, -2.670], [1.415, -1.154, -1.081], [0.824, 1.320, -3.648], [5.301, 0.769, 1.024], [-1.717, 1.571, 2.014], [4.872, -1.113, -0.958], [3.069, -2.227, 0.417], [-4.684, -0.131, -1.187], [2.088, 4.164, 1.561], [2.875, 2.292, -0.324], [6.052, 0.811, -0.137], [1.576, -0.521, -2.250], [2.096, -2.388, -0.761], [-6.863, 0.624, -1.844], [-4.847, 0.440, 0.069], [-5.685, -0.040, -2.137], [0.648, 0.609, -2.498], [4.334, -0.207, 1.188], [0.391, 2.557, 2.506], [-1.935, -3.388, 0.079], [-0.668, -5.043, 1.504], [3.453, 3.550, -0.315], [-0.467, 1.175, -1.894], [-1.122, 0.877, -0.619], [-6.032, 1.107, 0.354], [5.832, -0.132, -1.128], [0.991, -3.397, -0.404], [-0.142, 2.258, -3.705], [-7.035, 1.196, -0.595], [1.915, 1.969, 0.616], [1.507, 2.904, 1.559], [-0.868, -3.570, 1.157], [-1.209, -2.750, 2.400], [3.066, 4.481, 0.633], [4.107, -1.159, 0.201], [-2.821, 1.604, 0.941], [-3.742, 0.381, 1.083], [5.462, 1.501, 1.801], [3.748, -0.229, 2.096], [-0.417, -5.614, 0.615], [-1.693, -3.979, -0.801], [-0.243, 2.962, -4.507], [1.566, 1.110, -4.300], [0.136, -5.151, 2.229], [1.777, 4.898, 2.290], [-7.954, 1.713, -0.359], [-2.905, -3.699, 0.457], [-3.396, 2.525, 1.074], [-2.413, 2.365, -1.035], [-7.646, 0.693, -2.584], [1.473, 0.985, 0.622], [2.488, -1.992, 1.311], [-1.982, -2.338, -0.203], [0.273, 3.318, 3.285], [-1.227, -1.692, 2.153], [4.715, -1.841, -1.739], [2.614, -2.728, -1.663], [3.180, 1.559, -1.056], [0.663, -0.856, -0.451], [-3.767, -0.654, -1.420], [3.563, -3.190, 0.575], [-4.139, 0.374, 2.098], [-6.171, 1.552, 1.329], [6.414, -0.106, -2.038], [4.209, 3.802, -1.044], [-2.180, -3.043, 2.788], [6.804, 1.574, -0.270], [-0.459, -2.909, 3.171], [3.520, 5.461, 0.646], [-5.545, -0.491, -3.109], [-3.139, -0.516, 0.946], [-1.583, -5.441, 1.934], [0.540, 1.579, 2.977]],
  "atomic_forces_ev_per_a": [[0.048, -0.224, 0.201], [0.103, 0.310, -0.104], [-0.057, -0.012, 0.129], [-0.054, 0.254, 0.452], [-0.092, -0.085, 0.048], [0.115, 0.016, -0.228], [-0.108, 0.067, -0.086], [-0.286, 0.170, 0.122], [-0.080, -0.022, 0.236], [0.117, -0.201, 0.154], [0.127, -0.008, 0.080], [-0.409, 0.052, 0.063], [-0.027, 0.020, 0.001], [-0.032, 0.004, -0.195], [-0.022, -0.009, 0.023], [-0.034, -0.091, 0.078], [-0.116, 0.025, -0.043], [0.056, 0.071, 0.060], [-0.023, -0.024, 0.154], [0.112, -0.258, 0.111], [-0.072, 0.010, -0.062], [0.030, -0.066, 0.093], [-0.014, -0.025, -0.096], [-0.448, 0.138, 0.178], [0.085, -0.081, -0.007], [0.262, -0.130, 0.220], [0.312, 0.000, 0.019], [0.155, 0.209, -0.208], [0.002, 0.052, -0.059], [0.709, -0.137, -0.628], [-0.347, 0.246, -0.136], [0.027, -0.025, -0.019], [0.055, 0.000, -0.100], [0.641, 0.003, -0.720], [-0.043, 0.098, -0.065], [-0.089, 0.067, -0.010], [0.012, 0.121, 0.011], [-0.156, 0.019, 0.081], [-0.646, -0.300, 0.195], [0.239, -0.076, -0.371], [0.082, 0.110, -0.030], [-0.042, -0.018, 0.107], [0.223, -0.501, 0.219], [0.064, 0.289, -0.003], [-0.004, 0.078, 0.053], [-0.097, -0.014, 0.079], [-0.026, -0.054, 0.010], [-0.041, -0.041, -0.047], [0.070, 0.105, -0.215], [-0.048, 0.006, 0.023], [0.052, -0.023, 0.109], [-0.053, 0.077, 0.079], [-0.076, 0.038, 0.019], [-0.107, -0.029, 0.072], [0.086, -0.078, -0.029], [0.036, 0.009, 0.029], [-0.065, 0.002, -0.058], [-0.064, -0.140, 0.010], [0.060, -0.061, 0.006], [-0.061, 0.129, -0.014], [0.025, -0.131, -0.078], [-0.062, 0.134, -0.009], [-0.046, -0.075, -0.114], [-0.177, -0.034, 0.206], [0.103, -0.132, -0.061], [-0.005, 0.100, -0.172], [0.112, -0.074, -0.007], [-0.061, -0.032, 0.081], [0.014, -0.056, -0.009], [-0.019, 0.040, 0.124], [0.049, -0.003, -0.076], [0.084, 0.020, -0.062], [-0.122, -0.068, 0.043], [0.060, 0.066, -0.015], [0.081, -0.032, 0.122], [0.036, 0.083, -0.005], [0.010, -0.039, -0.082], [0.011, -0.002, 0.078], [-0.109, -0.012, 0.090], [-0.024, 0.186, -0.048]],
  "gap_ev": 9.4,
  "e_above_lowest_kcal_mol": 0.00,
  "lumo_energy_ev": 0.40,
  "homo_ev": -9.0
}